Run one
DFT (ωB97M-V/def2-TZVPD) results for one molecule with the formula C6H8N2.

Last column: Mulliken charge in e.
Geometry (Å):
N: 0.2065 -1.2409 0.0757  -0.1180
N: 0.5499 -1.3145 2.3774  -0.7675
C: 0.0080 1.1567 -0.4873  0.4570
C: 0.5544 -0.6137 1.2325  0.3434
C: 0.2921 0.8807 0.9716  -0.2415
C: -0.2107 -0.3334 -0.9574  0.4649
C: -0.9582 -0.7274 -2.0151  -0.9354
C: -0.2163 2.3243 -1.1508  -0.8063
H: 0.1476 -2.1098 -0.1913  0.0338
H: 0.1827 -2.2527 2.4110  0.2073
H: 1.3066 1.4016 1.3853  0.2857
H: -1.2175 -0.1022 -2.9375  0.1989
H: -0.3755 2.2308 -2.3035  0.2053
H: -1.6423 -1.7674 -2.1058  0.1693
H: -0.6821 1.1313 1.6025  0.2106
H: 0.1706 3.2335 -0.5937  0.2925

Properties
* LUMO: 0.0180 Eh
* HOMO: -8.363 eV
* charge: 0
* orbital gap: 8.85 eV
* structure (SMILES): [H]/N=C1/CC(=C)C(=C)N1


Run two
DFT (ωB97M-V/def2-TZVPD) results for C6H8N2 as an isolated structure.

Last column: Mulliken charge in e.
Geometry (Å):
N: -3.0904 -0.2693 -0.6520  -0.4959
N: 1.0643 -0.4017 0.7440  -0.4232
C: -0.1060 1.4669 0.0726  -1.0319
C: 2.1279 -0.3923 -0.5284  -0.0815
C: -2.2178 -0.0692 0.0586  0.1994
C: -0.9409 0.1513 0.8160  0.2653
C: 0.9344 0.5395 -0.3959  0.1746
C: -0.2925 -0.9981 0.4204  -0.7693
H: 1.7792 -1.2122 -1.4554  0.2228
H: 0.1639 -0.0349 -1.1584  0.0396
H: -0.9206 -1.9457 0.9358  0.3000
H: -0.4173 -1.4106 -0.7725  0.2150
H: 3.3741 -0.1315 -0.1180  0.2490
H: 0.0216 2.2750 0.7613  0.3690
H: -0.9549 0.3351 1.9586  0.3925
H: -0.5251 2.0978 -0.6866  0.3744

Properties
* LUMO: 0.0263 Eh
* HOMO: -9.877 eV
* charge: 0
* orbital gap: 10.59 eV


Energy relative to the most stable one, in eV: run one 0.000; run two 5.105


Run one
DFT (ωB97M-V/def2-TZVPD) results for a 2-piece molecular cluster, C6H8N2 overall.

Last column: Mulliken charge in e.
Geometry (Å):
N: 0.8692 -0.0888 1.3843  -0.3794
N: -2.6733 -0.3319 -1.4148  -0.5395
C: -0.7393 -1.3791 -0.1461  0.1494
C: -0.2715 1.7193 -1.0791  -0.8071
C: -1.7778 -0.8402 -0.8771  0.3053
C: 0.2680 -2.4721 0.1068  -0.5454
C: 0.4892 2.3509 -0.1986  -0.7610
C: 0.2230 -1.0775 0.7332  0.1684
H: 0.1395 1.0108 -1.7330  0.3729
H: 0.3031 0.7020 1.6616  0.2582
H: 0.0758 -3.3001 0.7641  0.2265
H: 0.0820 2.6896 0.6681  0.5318
H: 1.5170 2.2403 -0.2659  0.2899
H: 1.1080 -2.6478 -0.5645  0.2042
H: -1.3038 1.6251 -0.9611  0.3241
H: 1.6908 -0.2005 1.9219  0.2015

Properties
* LUMO: 0.0208 Eh
* HOMO: -8.625 eV
* charge: 0
* orbital gap: 9.19 eV
* structure (SMILES): N#CC1=C(N)C1.C=C


Run two
DFT (ωB97M-V/def2-TZVPD) results for C6H8N2 as an isolated structure.

Last column: Mulliken charge in e.
Geometry (Å):
N: -1.5889 -0.3093 -0.7476  0.2554
N: -2.5582 -1.0741 -0.4690  -0.7314
C: -0.1123 -0.9386 1.4852  -0.9151
C: -0.3661 -0.6842 -1.1265  0.0984
C: 0.6303 1.1819 0.3823  -0.1760
C: -0.0506 -0.1114 0.4390  0.7730
C: 1.6374 1.5509 1.1670  -0.8424
C: 0.3674 -0.6370 -2.2228  -0.7049
H: -0.6945 -1.8463 1.4426  0.3425
H: 0.3082 1.8458 -0.4133  0.3368
H: 0.3203 -0.6684 2.4352  0.2726
H: 2.0223 0.9153 1.9530  0.2343
H: -0.0898 -0.5061 -3.1944  0.2762
H: 2.0502 2.5469 1.1192  0.2603
H: -3.3107 -0.4871 -0.0851  0.2398
H: 1.4352 -0.7784 -2.1646  0.2803

Properties
* LUMO: 0.0063 Eh
* HOMO: -8.589 eV
* charge: 0
* orbital gap: 8.76 eV


Run three
DFT (ωB97M-V/def2-TZVPD) results for one molecule with the formula C6H8N2.

Last column: Mulliken charge in e.
Geometry (Å):
N: -0.7184 0.9953 -1.1603  -0.4920
N: 1.7782 -2.7303 -1.1280  -0.5310
C: 0.6652 -0.6448 -0.0838  0.8520
C: -0.7684 -0.5626 0.5388  0.2200
C: 0.3855 -0.4825 1.3676  -0.9447
C: 0.7297 0.6225 -0.8438  -0.6308
C: 1.3107 -1.7916 -0.5583  -0.1906
C: -1.4316 0.7722 0.2003  -0.7298
H: -0.8678 1.9340 -1.4092  0.2260
H: 1.2508 1.4259 -0.1610  0.2106
H: -1.3335 -1.5767 0.5158  0.3075
H: 0.7457 0.4727 1.6418  0.2562
H: 0.6864 -1.3790 1.9130  0.3623
H: 1.2564 0.6733 -1.7764  0.4567
H: -2.4565 0.7074 -0.0470  0.3629
H: -1.2323 1.5643 0.9905  0.2645

Properties
* LUMO: 0.0311 Eh
* HOMO: -9.558 eV
* charge: 0
* orbital gap: 10.40 eV
* structure (SMILES): N#C[C@@]12CNC[C@@H]1C2


Run four
DFT (ωB97M-V/def2-TZVPD) results for one molecule with the formula C6H8N2.

Last column: Mulliken charge in e.
Geometry (Å):
N: 0.5490 -1.0613 1.4034  -0.4357
N: -0.2395 1.7726 -2.3369  -0.4926
C: -0.0078 1.5970 -1.2200  0.1551
C: 0.2703 -0.6146 0.1575  0.6163
C: -0.8322 -1.0388 -0.6919  -0.6838
C: 0.6252 -1.2079 -1.1139  -0.6948
C: 0.1285 1.2716 0.1323  0.3649
C: -0.0552 2.0573 1.2380  -0.9507
H: -0.4692 2.9942 1.3626  0.3806
H: -0.2245 -1.3923 1.9375  0.2210
H: -1.3916 -1.9087 -0.4262  0.2957
H: 1.4328 -0.7904 1.8473  0.2461
H: -1.4457 -0.2114 -1.2335  0.1943
H: -0.2091 1.5472 2.2258  0.2426
H: 0.9064 -0.7018 -2.0816  0.2711
H: 0.9626 -2.3127 -1.2004  0.2698

Properties
* LUMO: 0.0183 Eh
* HOMO: -9.079 eV
* charge: 0
* orbital gap: 9.58 eV
* structure (SMILES): C=C(C#N)C1(N)CC1


Energy relative to the most stable one, in eV: run one 1.747; run two 2.999; run three 0.000; run four 1.416


Run one
DFT (ωB97M-V/def2-TZVPD) results for one molecule with the formula C6H8N2.

Last column: Mulliken charge in e.
Geometry (Å):
N: -1.2259 -1.5357 0.2337  -0.5397
N: 4.5301 -0.2184 0.4597  -0.4347
C: 3.4146 -0.1790 0.1648  0.2429
C: 2.0642 -0.0576 -0.1801  -0.6183
C: -2.0182 1.2859 -0.4660  -1.2548
C: 1.0792 -0.8359 0.3175  -0.3879
C: -0.3147 -0.4886 0.1720  0.9581
C: -0.6535 0.7899 -0.1403  -0.3244
H: 0.0840 1.5710 -0.0483  0.3685
H: 1.3261 -1.7284 0.8762  0.2550
H: -2.4106 1.9181 0.3352  0.2819
H: -2.7212 0.4793 -0.6504  0.3463
H: -0.8882 -2.3603 0.6982  0.2175
H: -2.1633 -1.2857 0.4987  0.2103
H: -1.9762 1.8974 -1.3674  0.3067
H: 1.8735 0.7480 -0.9036  0.3725

Properties
* LUMO (spin up / spin down): -0.0041 / -0.0042 Eh
* HOMO (spin up / spin down): -8.255 / -8.256 eV
* charge: 0
* orbital gap (spin up / spin down): 8.14 / 8.14 eV
* structure (SMILES): C/C=C(N)/C=C/C#N


Run two
DFT (ωB97M-V/def2-TZVPD) results for one molecule with the formula C6H8N2.

Last column: Mulliken charge in e.
Geometry (Å):
N: -2.5543 -0.1477 -0.2309  -0.0468
N: -0.3544 -0.2885 0.8091  -0.4660
C: -3.7722 0.8619 -0.3359  -0.7379
C: -3.8764 -0.3927 -0.6194  0.0854
C: 1.0580 -0.2790 0.5228  0.6772
C: 1.4671 -0.4975 -0.9385  -1.3972
C: 1.6962 1.0224 1.0282  -1.4565
C: -1.4127 -0.2145 0.2112  0.5074
H: 1.1510 -1.5165 -1.2211  0.3684
H: 1.4155 -1.1374 1.0165  0.2058
H: 0.9503 0.0372 -1.7084  0.3662
H: 2.6039 -0.5116 -1.0638  0.3387
H: -4.1872 -1.3007 -0.9379  0.3894
H: 1.3685 1.3056 1.9936  0.3862
H: 2.7860 1.1003 0.9946  0.3971
H: 1.6606 1.9586 0.4801  0.3827

Properties
* LUMO: 0.0281 Eh
* HOMO: -8.469 eV
* charge: 0
* orbital gap: 9.23 eV


Energy relative to the most stable one, in eV: run one 0.000; run two 5.093


Run one
DFT (ωB97M-V/def2-TZVPD) results for C2H3I3O as an isolated structure.

Last column: Mulliken charge in e.
Geometry (Å):
I: -2.5184 3.0977 -0.4174  0.0931
I: -1.4247 -0.2854 -0.2623  0.6592
I: -0.8963 1.7070 2.4673  0.0555
O: 0.5001 -0.1344 -0.5177  -0.4599
C: -1.8767 1.3972 0.6194  -0.5592
C: 1.3601 -1.3001 -0.5204  -0.5441
H: 2.3394 -0.6907 -0.4138  0.2006
H: 1.3021 -1.9826 -1.4344  0.2498
H: 1.2144 -1.8086 0.4795  0.3051

Properties
* LUMO (spin up / spin down): -0.0240 / -0.0240 Eh
* HOMO (spin up / spin down): -7.766 / -7.767 eV
* charge: 0
* orbital gap (spin up / spin down): 7.11 / 7.11 eV


Run two
DFT (ωB97M-V/def2-TZVPD) results for C2H3I3O as an isolated structure.

Last column: Mulliken charge in e.
Geometry (Å):
I: 0.0667 -1.6265 -2.2559  0.2073
I: 2.3173 0.5221 -0.7534  0.1969
I: -0.9089 1.7565 -1.6992  0.1622
O: -0.4258 0.7416 1.4505  -0.4730
C: -0.4206 -0.3509 0.5595  -0.5336
C: 0.2020 -0.0222 -0.7695  -0.6638
H: -1.4508 -0.5953 0.3702  0.3730
H: 0.3458 0.6400 2.0508  0.3387
H: 0.2743 -1.0653 1.0469  0.3923

Properties
* LUMO: -0.0347 Eh
* HOMO: -9.199 eV
* charge: 0
* orbital gap: 8.26 eV


Energy relative to the most stable one, in eV: run one 3.818; run two 0.000


Run one
DFT (ωB97M-V/def2-TZVPD) results for C2H4NO2 as an isolated structure.

Last column: Mulliken charge in e.
Geometry (Å):
O: -3.7323 -0.3247 0.2975  -0.0452
O: -1.2298 1.3325 -0.2026  0.0243
N: -1.7293 0.2100 -0.2064  0.2940
C: 0.0709 0.8483 0.0444  -0.2699
C: -0.5276 -0.5611 -0.1741  -0.2260
H: 0.8087 1.1924 -0.6684  0.3265
H: 0.3764 0.8146 1.1758  0.2865
H: -0.5235 -1.1618 0.7461  0.2899
H: -0.3804 -0.8870 -1.2508  0.3199

Properties
* LUMO (spin up / spin down): -0.3004 / -0.2994 Eh
* HOMO (spin up / spin down): -16.604 / -16.590 eV
* charge: +1
* orbital gap (spin up / spin down): 8.43 / 8.44 eV


Run two
DFT (ωB97M-V/def2-TZVPD) results for a 2-piece molecular cluster, C2H4NO2 overall.

Last column: Mulliken charge in e.
Geometry (Å):
O: 1.9177 0.7637 -0.0231  -0.1973
O: -0.9455 0.0428 -0.2576  -0.4562
N: 1.3233 -0.0788 0.4536  0.6148
C: -1.4319 0.9218 -0.9230  -0.0790
C: 0.8896 -1.1008 0.9678  -0.1516
H: -1.9177 0.7301 -1.8311  0.2917
H: 1.4948 -2.0207 0.8489  0.3369
H: -0.0766 -1.1649 1.2621  0.3839
H: -1.2538 1.9069 -0.4977  0.2568

Properties
* LUMO: -0.2812 Eh
* HOMO: -15.192 eV
* charge: +1
* orbital gap: 7.54 eV


Energy relative to the most stable one, in eV: run one 5.480; run two 0.000


Run one
DFT (ωB97M-V/def2-TZVPD) results for an isolated ion of composition CH6N3 and charge +1.

Last column: Mulliken charge in e.
Geometry (Å):
N: -0.0158 -1.0005 0.0723  -0.3358
N: -0.0073 1.0718 -0.0807  -0.3637
N: -1.0579 0.0230 -0.0719  0.0866
C: 0.9946 0.0682 -0.0620  -0.2262
H: -1.6760 0.1178 0.7606  0.3499
H: 0.1119 -1.8690 -0.4071  0.2743
H: -1.7159 0.1726 -0.8776  0.3557
H: 0.0905 1.5075 0.8334  0.3356
H: 1.6872 -0.0243 0.8542  0.2492
H: 1.5888 -0.0670 -1.0213  0.2743

Properties
* LUMO: -0.1486 Eh
* HOMO: -15.225 eV
* charge: +1
* orbital gap: 11.18 eV
* structure (SMILES): C1N[NH2+]N1


Run two
DFT (ωB97M-V/def2-TZVPD) results for a 2-piece molecular cluster, CH6N3 overall.

Last column: Mulliken charge in e.
Geometry (Å):
N: -1.1376 0.1987 -0.0358  0.2928
N: 1.0696 -0.7843 0.0587  -0.3401
N: -2.4558 0.2526 0.1833  -0.4593
C: -0.0961 -0.3254 -0.1083  0.3048
H: 1.5579 -1.1001 -0.7612  0.3311
H: 2.6448 1.0363 -0.3212  -0.1320
H: -2.7379 1.1072 -0.2792  0.3031
H: 1.3358 -1.2642 0.8966  0.2728
H: -3.0790 -0.5323 0.0648  0.2895
H: 2.8983 1.4115 0.3022  0.1375

Properties
* LUMO: -0.1488 Eh
* HOMO: -15.592 eV
* charge: +1
* orbital gap: 11.54 eV


Run three
DFT (ωB97M-V/def2-TZVPD) results for a 2-piece molecular cluster, CH6N3 overall.

Last column: Mulliken charge in e.
Geometry (Å):
N: 0.8849 0.7673 0.0545  -0.2461
N: -1.8345 0.4989 -0.1333  -0.4219
N: 0.6444 -0.6187 -0.0631  -0.5072
C: -2.1253 -0.5589 0.1441  0.1082
H: 0.8010 -0.9550 -0.9926  0.2645
H: -2.5886 -1.4719 0.2240  0.3341
H: 1.1977 1.0425 1.0121  0.3709
H: 1.5634 1.0690 -0.6993  0.3836
H: 0.0615 1.3765 -0.0696  0.3832
H: 1.3954 -1.1496 0.5232  0.3306

Properties
* LUMO: -0.1460 Eh
* HOMO: -15.866 eV
* charge: +1
* orbital gap: 11.89 eV


Energy relative to the most stable one, in eV: run one 1.736; run two 1.084; run three 0.000